# 1
Here is C30H77F6N8O11S2Ti as an isolated structure from OMol25. Energies are from the ωB97M-V functional and the def2-TZVPD basis.

Summary:
Energy: -127883.833 eV
Frontier orbital gap (alpha / beta): 4.631 / 9.351 eV
Spin multiplicity: 4
HOMO energy (alpha / beta): -4.422 / -9.147 eV
LUMO (alpha / beta): 0.21 / 0.20 eV

```
135
Properties=species:S:1:pos:R:3:forces:R:3
Ti 21.922 1.533 2.586 0.7 -0.7 0.4
C 24.057 4.505 4.651 0.7 1.3 -1.1
F 23.064 5.399 4.844 0.0 -1.6 -0.1
F 25.152 5.162 5.074 -0.1 -1.0 -0.2
F 23.922 3.349 5.310 -0.3 1.0 -0.1
S 24.308 4.131 2.733 1.9 0.6 -0.6
O 25.019 5.257 2.116 -2.0 -1.1 1.6
O 25.109 2.925 2.627 -1.5 0.2 1.0
N 22.654 3.859 2.244 3.5 -3.1 4.6
S 22.467 4.792 1.116 -1.8 5.5 -6.5
O 22.394 6.206 1.436 -0.2 -1.0 0.2
O 23.310 4.486 -0.033 -1.1 -0.5 0.5
C 20.614 4.441 0.665 1.8 1.0 -0.1
F 19.832 5.133 1.490 -0.2 -0.9 0.3
F 20.371 4.971 -0.555 0.1 -1.1 0.5
F 20.390 3.110 0.722 -0.8 1.1 -0.6
C 18.915 1.887 3.708 -0.5 -1.1 0.1
C 19.508 3.150 4.248 -0.3 -0.2 0.1
C 19.148 3.348 5.711 -1.6 0.9 0.6
O 19.430 4.678 6.128 1.2 0.1 -0.1
C 19.096 5.063 7.470 -0.8 -0.4 -1.5
N 20.932 2.990 4.208 1.3 0.4 0.8
H 17.827 1.831 3.666 -0.1 0.2 0.0
H 19.269 1.050 4.311 -0.2 -0.1 0.5
H 19.322 1.586 2.743 0.0 0.6 -0.4
H 19.265 4.028 3.649 -0.7 0.1 0.2
H 19.592 2.617 6.386 0.6 -0.2 -0.2
H 18.074 3.194 5.822 -0.4 -0.1 0.0
H 18.013 4.952 7.507 -0.2 0.0 0.6
H 19.308 6.129 7.552 0.3 -0.2 0.1
H 19.573 4.468 8.249 0.2 0.0 -0.1
H 21.354 3.404 3.388 -0.5 0.4 -0.6
H 21.208 3.716 4.854 0.9 -0.1 0.7
C 23.506 2.371 -6.402 0.0 1.3 -0.3
C 23.210 1.229 -5.481 0.8 0.9 2.1
C 22.108 1.512 -4.421 -0.3 -0.1 -0.8
O 22.368 2.566 -3.515 0.4 0.1 -0.4
C 21.227 2.957 -2.755 0.8 0.6 -0.4
N 23.007 -0.008 -6.160 -0.9 -0.7 -0.6
H 24.393 2.203 -7.013 0.1 -0.2 0.1
H 23.670 3.273 -5.812 0.4 0.0 0.2
H 22.736 2.714 -7.093 -0.5 -0.7 0.0
H 24.086 1.120 -4.841 0.6 0.3 0.2
H 21.981 0.611 -3.820 -0.2 -0.5 -0.1
H 21.206 1.702 -5.002 -0.5 0.0 0.2
H 20.531 3.507 -3.388 -0.5 -0.5 -0.2
H 21.546 3.720 -2.045 0.4 -0.4 0.1
H 20.796 2.100 -2.237 -0.3 0.0 0.0
H 22.644 -0.703 -5.523 0.1 -0.2 0.0
H 23.890 -0.341 -6.522 0.0 -0.1 -0.1
C 24.062 0.522 -1.198 -0.9 0.6 -1.0
C 22.993 0.841 -0.131 -0.5 -0.6 -1.2
C 21.668 -0.013 -0.331 1.2 0.9 1.9
O 20.687 0.389 0.659 1.5 1.0 0.1
C 19.408 -0.140 0.420 0.9 -1.2 -0.3
N 23.636 0.656 1.169 -1.1 -0.2 0.1
H 24.571 -0.441 -1.173 -0.2 -0.2 0.6
H 24.818 1.306 -1.152 0.1 0.0 0.0
H 23.616 0.579 -2.191 0.0 0.2 -0.2
H 22.757 1.905 -0.152 -0.2 0.1 -0.5
H 22.028 -1.004 -0.055 -0.4 -0.7 -0.4
H 21.229 0.022 -1.328 0.3 0.1 -0.1
H 19.610 -1.204 0.300 -0.6 -0.4 -0.3
H 19.053 0.268 -0.527 -0.7 0.1 0.2
H 18.764 -0.084 1.297 0.1 0.6 -0.2
H 24.520 1.116 1.005 0.2 0.3 0.7
H 23.916 -0.313 1.221 0.0 -0.4 0.4
C 19.634 -3.571 2.467 -0.6 -1.3 -1.3
C 18.303 -3.045 2.975 1.5 0.3 -0.6
C 17.662 -3.912 3.998 0.1 -1.9 0.2
O 17.553 -5.242 3.496 -1.4 -0.3 0.2
C 16.905 -6.215 4.376 1.5 1.0 -1.0
N 18.656 -1.805 3.574 -0.7 1.8 0.3
H 19.497 -4.610 2.165 0.3 -0.2 0.3
H 20.468 -3.478 3.163 -0.2 0.0 0.2
H 19.877 -3.093 1.518 0.2 0.4 0.2
H 17.667 -2.819 2.120 -0.3 -0.4 0.0
H 16.712 -3.483 4.318 -0.4 -0.1 0.0
H 18.327 -3.976 4.859 0.2 0.3 0.4
H 17.673 -6.497 5.097 -0.3 -0.1 0.5
H 16.719 -7.083 3.743 -0.3 0.1 0.1
H 16.008 -5.823 4.856 0.0 0.0 -0.1
H 19.251 -1.919 4.382 0.1 -0.2 0.0
H 17.819 -1.365 3.930 -0.2 0.5 0.1
C 24.139 -3.676 0.218 -0.2 -0.5 -0.6
C 23.476 -3.448 1.582 0.0 0.2 -1.8
C 23.264 -4.758 2.316 -0.7 -0.6 0.2
O 22.158 -5.572 1.779 1.3 1.4 0.8
C 21.968 -6.829 2.415 0.2 0.0 -0.5
N 24.282 -2.487 2.314 0.1 0.0 0.8
H 25.083 -4.214 0.309 -0.2 -0.6 0.2
H 24.481 -2.812 -0.350 -0.5 0.7 0.4
H 23.444 -4.190 -0.447 0.2 -0.4 0.0
H 22.518 -2.961 1.404 -0.4 -0.3 0.0
H 23.133 -4.499 3.367 -0.6 -0.2 0.3
H 24.206 -5.305 2.290 0.1 -0.4 -0.2
H 21.314 -7.379 1.738 0.1 -0.1 0.0
H 21.490 -6.844 3.394 -0.1 0.7 0.2
H 22.915 -7.355 2.541 0.2 -0.1 -0.2
H 24.902 -2.945 2.966 0.1 -0.1 0.2
H 24.887 -2.045 1.636 0.3 0.2 0.2
C 28.573 2.123 2.475 0.2 -1.2 1.9
C 27.822 0.756 2.573 -0.2 0.1 -1.8
C 27.299 0.412 4.011 1.2 0.2 -1.1
O 28.506 0.201 4.759 -0.4 0.7 0.7
C 28.440 0.535 6.143 0.7 0.1 -0.3
N 26.785 0.875 1.482 -0.5 -0.7 1.5
H 29.484 2.109 3.073 0.2 0.0 -0.1
H 27.912 2.823 2.986 0.0 0.5 -0.5
H 28.815 2.414 1.453 -0.2 -0.1 0.1
H 28.383 -0.095 2.187 0.7 0.1 0.6
H 26.723 -0.509 4.097 -0.3 -0.1 -0.5
H 26.677 1.242 4.345 0.1 0.2 0.4
H 29.449 0.477 6.551 0.1 -0.5 -0.2
H 27.810 -0.141 6.722 -0.3 0.0 -0.1
H 28.203 1.581 6.336 -0.7 0.1 -0.3
H 27.270 1.316 0.715 -0.1 -0.1 -0.2
H 26.184 1.593 1.861 -0.4 0.3 -0.4
C 23.555 -0.111 4.955 -0.7 -0.3 0.6
C 22.188 -0.815 4.928 1.2 -0.5 0.4
C 21.173 -0.421 6.062 1.9 0.3 -0.8
O 20.045 -1.168 5.820 -1.1 -0.3 -0.6
C 19.161 -1.243 6.896 0.2 -0.3 0.8
N 21.670 -0.709 3.570 -1.1 1.1 0.1
H 24.294 -0.583 4.307 -0.4 -0.1 -0.3
H 23.971 -0.199 5.959 0.0 0.6 0.2
H 23.387 0.910 4.614 0.4 0.3 0.3
H 22.397 -1.861 5.153 -0.1 -0.4 0.1
H 20.988 0.650 6.148 -0.3 0.3 -0.4
H 21.584 -0.713 7.028 0.5 -0.2 0.1
H 19.640 -1.848 7.666 -0.1 0.0 0.4
H 18.242 -1.756 6.613 0.0 0.2 -0.3
H 18.955 -0.258 7.315 -0.2 0.1 0.0
H 20.698 -0.985 3.585 -0.3 0.0 -0.4
H 22.136 -1.315 2.910 0.5 -0.2 0.2
```
Forces are in eV/Å.

***

# 2
Here is a 6-piece molecular cluster, C30H77N5O11 overall from OMol25. Energies are from the ωB97M-V functional and the def2-TZVPD basis.

Summary:
Energy: -62321.392 eV
Frontier orbital gap: 8.803 eV
HOMO energy: -8.343 eV
SMILES: COCCNCCOC.COCCNCCOC.COCCNCCOC.COCCNCCOC.COCCNCCOC.O
LUMO: 0.46 eV

```
123
Properties=species:S:1:pos:R:3:forces:R:3
C 11.415 18.105 -10.938 0.1 -0.1 -1.4
O 10.198 18.573 -11.579 1.1 0.2 1.5
C 10.131 18.680 -12.965 0.1 -1.1 -0.3
C 10.290 17.350 -13.719 0.1 0.9 -1.5
N 9.248 16.334 -13.754 0.0 0.5 0.4
C 9.027 15.767 -12.463 -2.1 0.1 1.7
C 8.045 14.592 -12.419 1.6 0.2 -1.4
O 8.692 13.530 -13.077 -0.2 -1.9 -0.7
C 9.833 12.923 -12.551 0.5 0.4 0.5
H 11.549 18.375 -9.890 -1.0 0.0 0.0
H 12.314 18.509 -11.403 0.0 0.3 -0.5
H 11.477 17.027 -11.086 0.0 -0.1 0.4
H 10.869 19.382 -13.353 0.5 0.0 0.0
H 9.179 19.147 -13.217 -0.3 -0.2 0.2
H 11.264 16.885 -13.564 0.4 0.2 0.4
H 10.310 17.754 -14.731 0.3 -0.2 -0.4
H 9.582 15.618 -14.383 -0.2 -0.2 -0.2
H 8.528 16.487 -11.814 0.2 0.6 0.0
H 9.920 15.474 -11.911 0.5 -0.1 0.0
H 7.208 14.695 -13.110 -0.4 0.7 0.6
H 7.733 14.380 -11.396 0.0 -0.2 0.1
H 10.713 13.556 -12.671 0.3 0.2 -0.1
H 10.051 11.983 -13.057 -0.4 0.1 -0.2
H 9.779 12.724 -11.481 -0.3 -0.1 0.3
C 1.339 20.232 -18.289 -1.2 0.9 -0.5
O 1.595 19.936 -16.949 0.2 -0.1 0.7
C 0.765 20.602 -15.977 0.5 0.0 1.1
C 1.551 21.562 -15.062 0.7 0.2 0.3
N 2.465 20.932 -14.110 -0.4 -1.7 -0.5
C 3.144 21.836 -13.210 0.3 0.5 -0.5
C 4.086 21.249 -12.150 1.4 -1.2 -1.7
O 5.234 20.663 -12.899 -0.6 -0.1 0.2
C 6.294 20.029 -12.149 -1.2 -0.3 -1.0
H 1.744 21.199 -18.588 0.0 0.3 0.1
H 0.256 20.255 -18.412 -0.2 0.2 -0.3
H 1.675 19.543 -19.064 0.5 -0.6 0.8
H 0.310 19.828 -15.359 0.1 -0.2 0.1
H -0.074 21.194 -16.343 0.1 -0.1 -0.9
H 0.927 22.207 -14.443 -0.8 -0.2 -0.2
H 2.072 22.272 -15.704 0.3 0.2 -0.4
H 3.066 20.326 -14.650 0.5 0.0 0.3
H 2.299 22.378 -12.785 0.4 0.4 0.6
H 3.766 22.521 -13.785 0.1 0.6 0.0
H 3.563 20.452 -11.622 0.2 0.0 0.5
H 4.579 21.999 -11.532 -0.8 0.2 0.3
H 6.892 19.451 -12.854 0.2 0.5 -0.5
H 5.910 19.186 -11.575 -0.1 0.5 1.0
H 6.928 20.762 -11.652 -0.2 -0.2 0.5
C 5.863 20.200 -8.417 1.9 -0.3 -0.4
O 4.621 20.727 -8.674 -1.3 0.3 0.2
C 4.548 22.157 -8.488 0.2 -0.7 -0.5
C 3.105 22.522 -8.410 -1.3 -0.9 -0.6
N 2.416 22.749 -9.737 1.9 0.4 1.8
C 1.052 23.033 -9.469 -1.9 -0.2 -0.3
C 0.195 21.774 -9.024 0.2 1.0 -0.8
O -0.653 21.335 -10.042 -0.5 -0.8 -3.1
C -0.020 20.982 -11.346 -0.5 -0.2 1.2
H 6.170 20.275 -7.374 0.0 0.5 0.3
H 6.608 20.610 -9.100 0.4 0.6 0.3
H 6.035 19.148 -8.645 -1.2 -0.3 -0.2
H 5.005 22.622 -9.362 0.3 0.3 0.1
H 5.055 22.463 -7.573 0.2 -0.1 0.1
H 2.873 23.297 -7.679 0.2 0.6 -0.5
H 2.622 21.650 -7.969 0.0 -0.3 0.4
H 2.442 21.864 -10.223 0.2 -0.1 -0.2
H 0.648 23.443 -10.395 -0.5 -0.4 -0.3
H 0.892 23.900 -8.829 0.5 -0.2 0.6
H -0.523 21.980 -8.231 0.4 0.2 0.3
H 0.825 20.925 -8.758 0.5 0.1 0.4
H -0.024 21.759 -12.110 0.4 0.7 0.6
H -0.558 20.206 -11.891 -0.5 -0.3 0.8
H 0.967 20.554 -11.170 0.2 0.3 -0.1
C 10.205 22.297 -7.561 1.4 1.3 0.0
O 10.379 22.950 -8.826 -0.3 -1.0 0.2
C 10.369 21.946 -9.838 0.6 0.7 -1.7
C 10.856 22.573 -11.190 0.4 -0.5 0.5
N 10.084 23.731 -11.612 -0.1 -1.3 0.1
C 8.681 23.380 -11.937 0.2 0.3 -1.2
C 8.480 22.543 -13.248 -0.4 1.2 -0.4
O 8.914 23.297 -14.399 1.3 -1.1 -0.3
C 10.105 22.830 -15.096 -0.8 0.2 0.7
H 9.162 22.073 -7.334 0.1 -0.4 -0.1
H 10.624 22.970 -6.814 -0.6 0.5 0.1
H 10.936 21.493 -7.473 -0.7 -0.7 -0.2
H 9.378 21.515 -9.989 -0.1 -0.1 0.3
H 11.075 21.154 -9.588 0.0 -0.3 0.2
H 10.940 21.835 -11.987 -0.5 -0.4 0.0
H 11.892 22.899 -11.090 0.1 0.2 0.4
H 10.160 24.228 -10.736 -0.9 1.1 -0.1
H 8.210 24.332 -12.182 -0.2 0.0 0.2
H 8.103 22.905 -11.144 0.0 -0.1 0.3
H 7.424 22.423 -13.491 -0.5 0.3 0.8
H 8.753 21.488 -13.231 1.1 0.0 0.0
H 9.883 22.578 -16.134 -0.3 0.2 -0.1
H 10.488 21.913 -14.648 0.1 0.0 0.2
H 10.863 23.613 -15.075 0.0 0.0 0.1
C 11.103 20.377 -4.649 1.1 -1.0 -1.6
O 10.615 19.615 -5.791 0.4 0.6 1.3
C 9.343 19.091 -5.524 -0.2 -0.5 0.9
C 8.681 18.778 -6.840 -0.6 0.6 0.7
N 9.451 17.873 -7.716 0.3 -0.1 1.5
C 9.603 16.471 -7.248 -0.8 0.3 0.3
C 10.477 15.674 -8.131 0.4 -0.3 -0.2
O 11.808 16.137 -8.005 -1.0 0.9 -1.1
C 12.786 15.164 -8.144 1.7 0.6 1.1
H 10.450 21.204 -4.371 -0.1 0.0 -0.1
H 12.074 20.694 -5.027 -0.1 0.6 0.3
H 11.340 19.737 -3.799 -0.5 -0.2 0.2
H 8.812 19.832 -4.926 -0.7 0.3 -0.3
H 9.363 18.235 -4.849 0.5 -0.5 0.1
H 8.645 19.789 -7.245 -0.1 -0.3 -1.0
H 7.643 18.503 -6.653 0.0 -0.5 -0.2
H 10.353 18.280 -7.512 0.9 0.0 -0.8
H 8.645 15.952 -7.244 -0.3 0.3 0.1
H 10.084 16.293 -6.287 -0.3 0.8 0.7
H 10.076 15.725 -9.143 0.4 -0.2 -0.4
H 10.445 14.659 -7.736 -0.2 -0.4 -0.3
H 13.727 15.701 -8.264 0.1 0.2 -0.4
H 12.737 14.450 -8.966 -0.6 -0.1 0.1
H 12.928 14.768 -7.138 -0.1 -1.2 -0.2
O 8.417 19.232 -9.924 -1.3 0.9 0.2
H 8.853 18.700 -9.258 0.3 -0.6 0.4
H 8.973 19.150 -10.699 0.3 -0.2 -0.2
```
Forces are in eV/Å.

***

# 3
Here is a 6-piece molecular cluster, C30H77N5O11 overall from OMol25. Energies are from the ωB97M-V functional and the def2-TZVPD basis.

Summary:
Energy: -62320.592 eV
Frontier orbital gap: 8.705 eV
HOMO energy: -8.098 eV
SMILES: COCCNCCOC.COCCNCCOC.COCCNCCOC.COCCNCCOC.COCCNCCOC.O
LUMO: 0.61 eV

```
123
Properties=species:S:1:pos:R:3:forces:R:3
C 1.698 5.344 -0.273 -0.9 -0.7 0.1
O 1.275 4.221 0.511 0.5 1.0 0.1
C 2.176 3.773 1.519 -0.6 -1.3 -0.4
C 1.556 2.389 1.943 1.4 0.7 0.0
N 1.862 1.229 1.110 0.3 0.5 -1.1
C 1.637 1.287 -0.350 0.3 -1.1 -0.1
C 1.840 -0.092 -1.034 -0.3 -0.5 1.0
O 1.061 -1.092 -0.278 1.5 2.5 -0.8
C 1.421 -2.413 -0.497 -0.9 -1.1 0.6
H 2.701 5.236 -0.686 0.1 -0.2 0.0
H 1.630 6.296 0.253 0.0 0.0 0.3
H 0.934 5.331 -1.051 0.3 0.4 -0.3
H 2.236 4.354 2.440 -0.6 0.6 0.0
H 3.179 3.848 1.100 0.3 -0.9 0.0
H 0.508 2.651 2.089 -0.5 -0.2 -0.3
H 1.924 2.271 2.962 0.2 -0.7 0.0
H 1.761 0.294 1.478 -0.5 0.2 0.3
H 2.385 1.943 -0.795 -0.1 0.3 -0.1
H 0.655 1.603 -0.701 -0.3 0.5 0.5
H 2.903 -0.314 -1.124 0.3 -0.5 1.0
H 1.586 -0.161 -2.092 -0.8 0.6 -0.1
H 1.176 -2.885 0.455 0.2 -0.4 0.0
H 2.463 -2.631 -0.730 0.1 0.4 -0.2
H 0.746 -2.844 -1.236 0.3 -0.3 -0.4
C 0.768 -0.321 4.038 -0.3 0.2 1.1
O 1.509 -1.241 3.230 -0.3 0.7 -0.1
C 2.611 -1.802 3.903 0.0 -0.3 2.3
C 3.950 -1.296 3.556 0.8 1.9 -2.4
N 4.205 0.171 3.723 0.6 -1.0 0.8
C 5.686 0.455 3.680 -3.4 1.3 0.1
C 5.840 1.984 3.519 1.7 -0.3 0.9
O 5.432 2.641 2.375 -0.6 -0.6 -2.4
C 5.902 2.109 1.100 0.6 1.0 1.2
H 1.352 0.435 4.563 0.7 0.0 -0.4
H 0.240 -0.794 4.867 0.0 -0.8 0.0
H -0.026 0.242 3.548 0.3 -0.4 -1.0
H 2.723 -2.882 3.811 -0.8 -0.2 -0.6
H 2.512 -1.661 4.980 -0.4 0.1 0.3
H 4.018 -1.494 2.487 0.3 -0.2 -0.6
H 4.762 -1.906 3.951 -0.2 0.2 0.7
H 3.787 0.686 2.961 -0.3 -0.1 -0.3
H 6.081 -0.124 2.845 0.9 0.0 0.3
H 6.005 0.226 4.696 0.8 -0.3 -0.4
H 6.905 2.155 3.677 0.6 0.1 -0.2
H 5.391 2.582 4.312 -0.4 -0.6 0.3
H 5.569 1.091 0.894 -0.4 0.2 -0.1
H 6.991 2.133 1.055 0.4 -0.4 0.5
H 5.677 2.860 0.343 -0.8 -0.4 0.0
C 0.885 5.227 5.308 -0.3 1.2 -0.8
O 0.208 5.251 4.036 -0.5 -0.8 0.1
C -0.220 6.495 3.449 0.2 0.1 -0.2
C -1.476 6.398 2.522 1.3 -1.0 -0.3
N -1.212 5.650 1.260 -1.9 -1.2 0.4
C -2.290 4.667 0.972 0.8 0.0 -1.7
C -1.929 3.881 -0.315 -0.1 1.6 -1.1
O -2.964 3.085 -0.814 -0.9 -3.6 0.7
C -2.687 1.650 -0.549 0.6 1.3 -0.1
H 1.475 4.318 5.418 -0.5 -0.2 -0.2
H 0.191 5.378 6.135 -0.2 -0.4 0.1
H 1.598 6.046 5.403 0.2 0.2 -0.3
H 0.630 6.805 2.841 0.0 0.5 -0.1
H -0.393 7.244 4.222 -0.1 0.1 0.1
H -1.871 7.342 2.146 0.5 0.6 0.7
H -2.298 5.997 3.115 0.0 -0.6 -0.1
H -0.335 5.180 1.084 0.4 0.1 1.0
H -3.201 5.232 0.778 -0.2 -0.2 0.1
H -2.492 3.841 1.654 0.1 0.4 1.0
H -0.982 3.350 -0.222 0.0 -0.2 0.3
H -1.848 4.518 -1.196 0.8 1.0 0.4
H -2.704 1.435 0.520 -0.1 0.1 0.1
H -1.678 1.481 -0.924 0.2 -0.2 0.2
H -3.293 0.899 -1.055 -0.7 0.7 -0.2
C -2.871 -7.304 0.843 0.7 0.0 0.2
O -3.549 -6.102 1.063 -0.5 -0.6 0.5
C -3.351 -5.198 0.049 -1.7 2.4 -0.9
C -4.370 -3.991 0.251 -0.4 -1.0 -0.3
N -5.584 -3.885 -0.622 1.1 0.3 1.2
C -5.293 -3.634 -1.980 -0.8 0.6 -1.6
C -5.040 -2.143 -2.355 0.9 -1.6 1.0
O -6.090 -1.648 -3.140 0.3 1.1 0.4
C -5.854 -0.256 -3.441 -0.3 -1.2 -0.8
H -3.351 -8.127 1.373 -0.1 0.1 -0.1
H -1.857 -7.193 1.225 0.3 -0.2 0.0
H -2.797 -7.496 -0.228 -0.1 -0.4 -0.1
H -3.513 -5.611 -0.947 -0.2 -0.5 -0.2
H -2.378 -4.713 -0.025 0.6 -0.4 0.6
H -3.711 -3.127 0.168 -0.7 0.4 -0.3
H -4.740 -4.016 1.276 0.2 -0.1 0.1
H -6.327 -4.560 -0.519 0.5 -0.2 0.5
H -6.128 -3.929 -2.615 -0.5 0.1 0.2
H -4.540 -4.304 -2.395 0.8 0.2 0.1
H -4.036 -2.179 -2.778 0.0 0.5 -1.3
H -4.839 -1.531 -1.476 -0.6 0.1 0.5
H -6.670 0.051 -4.095 0.1 0.0 -0.1
H -4.910 -0.262 -3.986 0.1 0.7 -0.1
H -5.834 0.433 -2.597 0.1 -0.3 0.4
C 2.891 -4.856 -3.512 0.6 0.7 1.6
O 1.922 -3.897 -3.844 -0.5 -0.5 -2.0
C 1.362 -4.090 -5.162 -0.5 -0.9 0.4
C -0.113 -4.338 -5.067 -1.3 1.2 -0.2
N -0.864 -3.073 -5.093 -0.6 1.3 -0.2
C -1.194 -2.487 -3.806 -0.6 -1.1 1.6
C -1.695 -1.041 -3.726 1.4 -2.5 -1.6
O -0.606 -0.273 -4.260 -1.5 -1.2 0.5
C -0.956 1.035 -4.135 -0.4 2.7 -0.2
H 3.894 -4.467 -3.690 0.2 -0.1 -0.4
H 2.801 -5.867 -3.907 -0.4 0.1 -0.3
H 2.810 -4.889 -2.425 0.2 -0.5 0.2
H 1.639 -4.993 -5.705 1.4 -0.2 0.4
H 1.541 -3.257 -5.842 0.3 0.2 0.3
H -0.394 -4.956 -4.215 0.2 0.2 0.3
H -0.464 -4.907 -5.928 0.2 -0.1 -0.3
H -0.281 -2.365 -5.516 0.1 -0.1 -0.6
H -0.344 -2.618 -3.136 0.2 0.2 0.4
H -2.008 -3.099 -3.418 -0.1 -0.1 0.4
H -1.985 -0.775 -2.709 0.4 0.2 0.2
H -2.610 -1.060 -4.318 0.0 0.8 -0.5
H -1.645 1.221 -3.311 0.7 0.1 1.0
H -1.616 1.476 -4.882 0.1 -0.5 -1.2
H -0.054 1.647 -4.150 -0.1 0.1 0.5
O -1.798 -1.850 -0.110 -0.5 -0.3 -0.2
H -1.193 -1.480 -0.753 0.5 0.1 0.0
H -1.721 -1.274 0.651 0.2 0.1 0.2
```
Forces are in eV/Å.